(1)
8
Properties=species:S:1:pos:R:3:forces:R:3:nbo_charge:R:1 method="wB97M-V/def2-TZVPD" gap_ev=10.841 homo_ev=-9.8 total_energy_ev=-72196.3269 largest_force_ev_per_a=6.24
C -0.67122 0.52828 -0.01009 0.6123 0.2783 -1.5852 -0.65
C 0.46378 -0.56582 -0.12071 -2.4535 -2.7614 5.0245 -0.47
Br 2.26494 -0.02072 0.03528 0.6441 0.8168 -0.4772 0.03
H -0.46181 1.22296 -0.85823 -0.5920 -0.4531 0.3249 0.21
H -1.77563 0.29615 0.03867 1.3900 -0.8043 -0.6496 0.23
H -0.60436 1.16971 0.83234 0.8355 0.3256 1.1285 0.22
H 0.33422 -1.29413 -0.91379 0.0880 0.3663 -0.2358 0.22
H 0.45007 -1.33643 0.99654 -0.5245 2.2318 -3.5301 0.20

(2)
73
Properties=species:S:1:pos:R:3:forces:R:3:lowdin_charge:R:1 method="wB97M-V/def2-TZVPD" charge=-1 gap_ev=6.075 homo_ev=-4.3 total_energy_ev=-78982.3432 largest_force_ev_per_a=0.90
Ir -1.36751 -0.60084 -0.10010 0.6590 0.1928 -0.5791 1.26
C 0.84050 -4.02818 1.52723 -0.0424 -0.0521 -0.0897 -0.02
C -0.23263 -2.98896 1.35232 -0.4025 -0.2371 0.1308 -0.24
N -0.32435 -2.35644 0.22622 0.5219 0.5698 -0.0668 -0.12
N 0.43431 -2.93135 -0.81531 -0.0900 0.3409 0.0278 -0.04
C 0.15922 -2.40502 -1.95672 0.1486 0.0907 -0.0210 -1.06
S -0.95324 -1.14309 -2.29506 -0.5908 -0.3108 0.1809 0.71
S 1.05938 -3.03726 -3.37288 -0.2703 -0.0861 -0.0222 0.86
C 2.40532 -1.81022 -3.41500 0.0167 -0.0303 0.2449 -0.43
C 3.40140 -2.06174 -2.31882 0.1285 0.0064 -0.1427 -0.30
C 4.34238 -3.08011 -2.46318 -0.0094 0.0018 -0.0359 -0.06
C 5.24908 -3.35981 -1.45662 0.0060 -0.0452 -0.0344 -0.10
C 5.22558 -2.62176 -0.28079 -0.0026 0.0345 0.0399 -0.10
C 4.29140 -1.61026 -0.12721 -0.0312 -0.0143 -0.0666 -0.07
C 3.38226 -1.32873 -1.14158 0.0698 -0.0487 0.0749 -0.03
C -1.22956 -2.77191 2.41519 0.3050 0.0225 -0.0768 -0.12
C -1.07229 -3.40665 3.65594 -0.0123 0.0522 0.0733 -0.06
C -1.99262 -3.29112 4.67756 0.0447 -0.0194 -0.0585 -0.12
C -3.13110 -2.51492 4.46385 -0.0317 0.0475 -0.0039 -0.10
C -3.33659 -1.90289 3.25053 -0.0763 -0.1114 0.0997 -0.02
C -2.41705 -2.02603 2.19087 -0.1594 0.0236 -0.3588 -0.35
O -2.76094 -1.44466 1.06482 -0.2230 -0.4334 0.0760 -0.22
H 1.68370 -3.79824 0.88268 -0.0084 -0.0038 0.0050 0.07
H 0.47994 -5.02072 1.24915 -0.0328 0.0047 0.0220 0.10
H 1.16830 -4.06151 2.56161 0.0306 -0.0100 0.0047 0.06
H 1.95735 -0.81858 -3.35537 0.0288 0.0173 0.0363 0.07
H 2.86812 -1.92583 -4.39575 -0.0411 -0.0193 -0.0103 0.07
H 4.34858 -3.66801 -3.37443 0.0051 -0.0017 -0.0067 0.11
H 5.97219 -4.15566 -1.58577 0.0062 0.0001 -0.0063 0.10
H 5.93598 -2.83203 0.50902 -0.0058 -0.0086 0.0111 0.09
H 4.26906 -1.02843 0.78168 -0.0311 0.0817 0.0887 0.09
H 2.65272 -0.54113 -1.01136 -0.0115 0.0376 0.0091 0.10
H -0.20195 -4.02107 3.82926 0.0213 0.0136 0.0312 0.09
H -1.83337 -3.79913 5.61911 0.0182 0.0088 0.0070 0.09
H -3.85937 -2.39000 5.25693 -0.0099 -0.0013 -0.0070 0.10
H -4.21337 -1.29789 3.06120 -0.0121 -0.0172 -0.0042 0.11
C 3.28822 3.54523 -2.96142 -0.0074 -0.0132 0.0229 -0.08
O 3.83850 3.20568 -1.70247 0.0007 -0.0200 0.0098 -0.08
C 3.05924 2.47561 -0.86058 0.0508 0.0277 -0.0528 -0.28
C 3.65547 2.15511 0.37670 -0.0532 -0.0147 -0.0019 -0.03
C 2.92484 1.43415 1.27720 0.0210 -0.0208 -0.0134 -0.06
C 1.60736 0.98753 1.02934 -0.0109 -0.1162 0.0371 -0.10
C 0.86370 0.31512 2.08309 -0.0094 -0.0237 -0.2425 -0.37
C 1.53837 -0.02750 3.39729 -0.0298 0.0431 0.0144 0.00
O -0.31073 -0.03316 1.97135 -0.4436 0.1951 0.3107 -0.02
C 1.02413 1.28077 -0.24387 0.0239 0.0532 0.1024 -0.34
O -0.14525 0.94547 -0.65242 0.3445 -0.2205 -0.3711 -0.24
C 1.79158 2.05175 -1.16426 -0.0049 0.0350 0.0512 0.05
H 4.04633 4.13052 -3.47536 0.0026 0.0010 0.0026 0.09
H 2.37935 4.14047 -2.84683 -0.0030 0.0032 -0.0123 0.10
H 3.05806 2.65124 -3.54606 -0.0050 -0.0033 -0.0024 0.09
H 4.66213 2.48953 0.58251 0.0085 -0.0069 0.0057 0.11
H 3.38392 1.19459 2.22715 0.0013 0.0109 0.0089 0.10
H 2.09635 0.80539 3.82109 -0.0113 0.0119 0.0114 0.07
H 2.23308 -0.85678 3.23887 0.0256 0.0203 -0.0147 0.09
H 0.76625 -0.34566 4.09392 0.0021 -0.0234 -0.0122 0.08
H 1.31456 2.25521 -2.11119 -0.0212 0.0108 -0.0032 0.12
O -2.57100 1.29924 -2.65659 0.0058 -0.0854 -0.0148 -0.01
C -3.02367 1.49607 -1.53845 -0.0047 0.0724 -0.1682 -0.61
O -2.74975 0.89766 -0.44511 0.1590 0.0043 0.7694 -0.18
C -4.07550 2.58524 -1.35798 0.0293 -0.0214 -0.0155 -0.10
C -4.42864 3.04693 -0.09463 -0.0264 -0.0153 0.0184 0.01
C -5.37299 4.05087 0.04681 0.0498 -0.0566 0.0326 0.00
C -5.95733 4.56785 -1.09507 -0.1311 0.1495 0.0143 -0.16
C -5.63187 4.12594 -2.36507 0.0452 -0.0461 -0.0347 0.00
C -4.67807 3.12995 -2.48645 0.0046 0.0305 -0.0181 0.00
N -6.96675 5.63548 -0.95406 0.1448 -0.1650 -0.0176 -0.36
O -7.23834 6.01770 0.16785 -0.0419 0.0492 0.0225 0.06
O -7.47404 6.07641 -1.96770 -0.0463 0.0502 -0.0120 0.06
H -3.95441 2.60226 0.76897 0.0015 -0.0006 -0.0017 0.12
H -5.66088 4.42991 1.01593 0.0023 -0.0009 -0.0060 0.11
H -6.11627 4.56145 -3.22605 -0.0003 -0.0044 0.0057 0.11
H -4.37674 2.75696 -3.45569 0.0111 -0.0053 0.0026 0.12

(3)
68
Properties=species:S:1:pos:R:3:forces:R:3:nbo_charge:R:1 method="wB97M-V/def2-TZVPD" gap_ev="5.430 / 6.491" homo_ev="-6.6 / -7.7" total_energy_ev=-142081.4002 spin_multiplicity=2 largest_force_ev_per_a=2.96
Fe 0.36168 0.33409 -0.34996 -0.7278 -1.1017 2.6450 0.95
N 0.22800 0.11516 2.05446 -0.4261 0.1773 -0.6155 -0.83
C 1.34874 0.15760 2.99944 0.0392 0.1165 -0.0918 -0.22
C 2.28590 1.29117 2.59460 0.1765 0.0842 0.3645 -0.41
C 3.63623 0.80812 2.10214 -0.0931 -0.0247 -0.3078 -0.40
C 3.44717 -0.05687 0.85932 0.0448 0.2016 0.2718 -0.21
N 2.53876 0.57875 -0.11647 0.2338 -0.3519 0.1342 -0.85
H -0.40338 0.88989 2.23318 -0.0577 -0.0554 0.0811 0.38
H -0.30941 -0.73798 2.16504 -0.0642 0.0202 -0.1190 0.39
H 1.86927 -0.80027 2.94564 -0.0582 -0.0408 0.0589 0.19
H 1.00917 0.28652 4.03207 -0.0265 -0.0614 -0.0419 0.19
H 2.40935 2.01727 3.39881 -0.0092 -0.0046 0.0260 0.21
H 1.80943 1.79880 1.76304 -0.0758 0.2632 0.1074 0.21
H 4.16463 0.22168 2.85782 -0.0168 0.0210 0.0399 0.21
H 4.26488 1.67395 1.87276 0.0426 -0.0393 -0.0590 0.20
H 2.99084 -1.00568 1.14076 0.0845 0.0824 0.0410 0.19
H 4.42555 -0.27033 0.41533 -0.1375 -0.0234 -0.0100 0.19
H 2.65561 0.14800 -1.02668 0.3814 0.1379 0.0616 0.41
H 2.79011 1.55661 -0.23122 -0.0099 -0.0355 0.0103 0.38
Cl 1.01360 -0.03313 -2.44016 -0.5091 1.5906 -2.0309 -0.34
C 0.72894 2.32389 -1.94239 0.1604 -1.0437 0.7024 0.30
C 0.54130 2.38455 -0.65927 -0.3452 0.0786 0.4957 -0.39
C 0.50688 3.66823 -0.12508 0.1507 0.3964 -0.4681 0.02
Cl 0.33998 4.01483 1.56285 -0.0962 -0.2229 0.0752 0.03
C 0.62589 4.76513 -1.00020 -0.0069 -0.0605 0.1212 -0.11
Cl 0.55738 6.37219 -0.38642 0.0159 -0.0328 -0.0432 0.06
C 0.79830 4.57755 -2.37986 -0.0665 -0.1916 0.2538 -0.09
Cl 0.94397 5.92353 -3.43557 0.0171 -0.1124 -0.0062 0.08
C 0.86707 3.27543 -2.89672 0.1223 -0.0635 -1.3176 -0.17
Cl 1.10711 2.96295 -4.56682 -0.0411 -0.0342 0.1819 0.09
C -2.53917 2.63986 -1.55852 0.0515 0.0217 0.3024 -1.12
Si -2.99342 1.47197 -0.13708 -0.2991 0.4473 0.0472 1.80
C -4.88182 1.27533 -0.31322 0.2797 -0.2810 -0.0233 -1.13
C -2.82316 2.18696 1.60700 -0.0303 0.0847 -0.3770 -1.13
N -1.89785 0.11550 -0.21147 1.0273 -0.1546 -0.3324 -0.99
C -2.20703 -1.17981 -0.23454 0.0036 0.1931 0.0357 0.15
C -3.54991 -1.66167 -0.27454 -0.1915 -0.1946 -0.0161 -0.25
C -3.86409 -2.98819 -0.31116 -0.0948 0.2445 0.1029 -0.22
C -2.83842 -3.95118 -0.25872 0.2313 -0.0008 0.0098 -0.20
C -1.53588 -3.54513 -0.21338 -0.1647 -0.2427 0.0231 -0.29
C -1.14030 -2.17344 -0.23821 0.1620 -0.0780 0.0861 0.25
N 0.13918 -1.78144 -0.26032 0.3451 0.8708 -0.1156 -1.02
Si 1.38823 -2.98834 -0.56200 0.0595 -0.4622 -0.0661 1.80
C 0.95881 -3.92786 -2.15945 -0.0982 -0.0030 0.3964 -1.13
C 1.58059 -4.01929 1.03224 -0.0655 -0.0591 -0.4331 -1.13
C 3.16124 -2.45591 -0.96559 -0.1963 0.1325 0.1744 -1.12
H -3.43825 3.07714 -1.99433 -0.0458 0.0041 0.0301 0.24
H -2.00783 2.10767 -2.34870 -0.0501 -0.1076 0.0127 0.24
H -1.89614 3.45892 -1.23473 -0.0293 0.0606 -0.0129 0.23
H -5.34117 2.26566 -0.28578 0.1343 0.1044 0.0059 0.24
H -5.32578 0.69536 0.49729 -0.0135 0.0040 0.0336 0.23
H -5.17180 0.81200 -1.25793 -0.0112 0.0080 -0.0408 0.24
H -3.43803 3.08424 1.70709 -0.0154 0.0351 0.0129 0.24
H -1.80551 2.46842 1.85219 0.1788 0.0700 0.0304 0.22
H -3.16761 1.47107 2.35624 -0.0446 -0.1079 -0.0772 0.24
H -4.34440 -0.93661 -0.28583 -0.0185 -0.0462 -0.0370 0.22
H -4.90119 -3.29349 -0.35405 -0.0130 -0.0196 -0.0022 0.21
H -3.07870 -5.00622 -0.24540 0.0113 -0.0086 -0.0095 0.21
H -0.76898 -4.30049 -0.15874 0.0016 -0.0646 -0.0072 0.21
H -0.10421 -4.11638 -2.29277 -0.0152 -0.0237 -0.0023 0.24
H 1.48350 -4.88465 -2.20892 0.0418 -0.0170 -0.0004 0.23
H 1.28795 -3.32483 -3.00794 0.0777 0.0679 0.0278 0.24
H 0.64181 -4.41141 1.42094 -0.0330 0.0135 -0.0073 0.24
H 2.02660 -3.41644 1.82674 0.0449 0.1206 -0.0562 0.23
H 2.24648 -4.86788 0.86006 0.0564 -0.0208 0.0041 0.23
H 3.20599 -1.54365 -1.55662 0.1279 -0.0957 -0.1301 0.23
H 3.58840 -3.25132 -1.57890 -0.0938 -0.0680 -0.0418 0.25
H 3.79892 -2.34615 -0.09138 -0.0124 -0.0966 -0.1082 0.23

(4)
5
Properties=species:S:1:pos:R:3:forces:R:3:nbo_charge:R:1 method="wB97M-V/def2-TZVPD" gap_ev=8.869 homo_ev=-9.9 total_energy_ev=-24112.3522 largest_force_ev_per_a=1.61 smiles=I[SiH2]I
I 0.95264 0.23414 2.24123 0.5514 -0.3149 -0.4668 -0.15
Si 0.05334 -0.02365 -0.02831 -1.5664 0.3387 0.1845 0.60
I 0.54849 -1.18657 -2.15517 0.2772 0.0403 0.8557 -0.14
H -0.23052 1.32360 -0.47179 0.5517 0.6199 -0.2678 -0.16
H -1.32395 -0.34752 0.41402 0.1862 -0.6839 -0.3055 -0.15

(5)
8
Properties=species:S:1:pos:R:3:forces:R:3:nbo_charge:R:1 method="wB97M-V/def2-TZVPD" gap_ev=12.575 homo_ev=-12.9 total_energy_ev=-16817.6676 largest_force_ev_per_a=4.23 smiles="O=[N+]([O-])OC(F)(F)F"
O -2.07560 -0.83147 -0.40712 -3.0126 -2.7215 -1.1799 -0.20
N -1.41069 0.00436 -0.06073 3.5435 0.3771 0.9727 0.79
O -1.36302 1.14311 0.02205 -0.6202 2.1865 0.4187 -0.21
O -0.03054 -0.72382 0.44504 -1.0820 -0.2055 0.4190 -0.54
C 1.07163 -0.08068 0.13320 0.1689 2.0298 -1.7083 1.14
F 2.02185 -0.97371 -0.09949 0.1474 0.3535 -0.2484 -0.29
F 1.52029 0.81225 1.01489 0.0283 -0.3610 0.6521 -0.32
F 0.84624 0.75081 -1.00398 0.8268 -1.6587 0.6741 -0.37

(6)
58
Properties=species:S:1:pos:R:3:forces:R:3:nbo_charge:R:1 method="wB97M-V/def2-TZVPD" gap_ev=9.131 homo_ev=-8.7 total_energy_ev=-60635.6848 largest_force_ev_per_a=0.92 smiles="CCN(CC(=O)NCc1cccs1)C(=O)c1cccc(S(=O)(=O)Nc2ccccc2OC)c1"
C 2.86720 -0.17168 -2.40485 -0.0201 0.2555 -0.0289 -0.63
C 2.42228 1.27925 -2.23970 -0.0213 -0.3754 -0.4676 -0.21
N 2.41340 1.69830 -0.85230 0.0463 0.2073 0.0909 -0.41
C 3.68458 2.05679 -0.24358 0.1863 -0.0249 0.2025 -0.31
C 4.38280 0.82876 0.36347 -0.2051 0.6124 -0.0640 0.67
O 5.37348 0.33134 -0.12880 0.3064 -0.2184 -0.1737 -0.63
N 3.77560 0.38332 1.47673 -0.1472 -0.0644 0.5706 -0.62
C 4.07911 -0.92935 2.02246 0.1313 0.0432 -0.1649 -0.26
C 3.33240 -1.97453 1.25878 -0.2573 -0.1063 0.0698 -0.21
C 3.79406 -2.76789 0.25631 0.0115 0.1612 0.3029 -0.24
C 2.77668 -3.54066 -0.35099 -0.2271 -0.1132 -0.0530 -0.26
C 1.55299 -3.32043 0.18905 -0.0965 0.1673 0.1480 -0.40
S 1.61554 -2.16259 1.46214 0.5178 -0.2496 -0.2131 0.39
C 1.32233 1.63534 -0.07182 -0.0714 0.0256 -0.2602 0.67
O 1.36013 1.85477 1.13445 -0.0687 0.0979 0.3398 -0.67
C 0.01687 1.30528 -0.73246 -0.3192 -0.1830 0.1144 -0.05
C -0.81435 2.32112 -1.19613 0.0851 -0.0677 0.0267 -0.20
C -2.07153 2.02686 -1.69803 0.0226 0.0091 0.0255 -0.20
C -2.51875 0.71474 -1.72543 -0.1175 -0.0111 -0.1132 -0.18
C -1.68803 -0.28303 -1.25831 -0.2744 -0.5258 -0.1044 -0.33
S -2.32111 -1.95193 -1.09451 0.2425 -0.0157 0.0745 2.32
O -3.43894 -2.12795 -1.96645 -0.1288 0.3244 0.1350 -0.93
O -1.23944 -2.89011 -1.15424 0.1024 0.2384 0.2520 -0.95
N -2.86774 -1.95040 0.49108 0.3785 -0.4072 -0.7269 -0.85
C -3.83897 -0.96762 0.76607 -0.4426 0.5237 0.2540 0.12
C -5.13764 -1.13839 0.32396 0.0526 0.1174 0.1650 -0.20
C -6.08941 -0.16338 0.57766 -0.0988 0.0137 -0.0581 -0.24
C -5.73891 0.97308 1.28111 -0.0115 -0.0401 -0.0439 -0.19
C -4.43651 1.16119 1.71978 0.2079 0.0942 0.1228 -0.29
C -3.47091 0.20326 1.45139 0.1520 -0.1909 -0.0661 0.28
O -2.14805 0.29221 1.78267 -0.5523 -0.3875 -0.1463 -0.52
C -1.68245 1.48337 2.37666 0.2206 0.2647 0.2122 -0.26
C -0.43317 -0.00820 -0.75657 0.2483 0.1275 -0.0652 -0.21
H 3.86570 -0.31547 -2.00098 0.0783 -0.0679 0.0176 0.23
H 2.87976 -0.43030 -3.45994 0.0016 -0.0704 -0.1364 0.22
H 2.18252 -0.84469 -1.89422 -0.0735 -0.1134 0.0838 0.21
H 3.10346 1.93784 -2.78616 -0.1287 0.0292 0.0421 0.20
H 1.41690 1.40825 -2.64742 0.1876 0.0683 -0.0061 0.22
H 4.33278 2.49098 -1.00571 -0.0424 -0.0943 0.0879 0.23
H 3.49033 2.78864 0.54526 0.0471 -0.0432 -0.1159 0.24
H 2.89750 0.81549 1.74636 0.1160 0.0801 -0.1426 0.43
H 3.81045 -0.93415 3.08050 0.1184 0.0015 -0.0558 0.21
H 5.15318 -1.09634 1.90857 -0.1449 -0.0324 0.1345 0.24
H 4.82640 -2.79201 -0.04237 0.2260 0.0664 -0.0314 0.23
H 2.95138 -4.22694 -1.15960 -0.0127 -0.1341 -0.1576 0.23
H 0.60463 -3.72781 -0.10190 -0.1123 -0.1491 -0.0547 0.26
H -0.47348 3.34554 -1.15437 0.0281 0.1095 -0.0094 0.22
H -2.70896 2.82216 -2.05312 -0.0585 0.0563 -0.0357 0.22
H -3.49616 0.45024 -2.09600 -0.1435 0.0509 -0.0640 0.25
H -2.07534 -1.89002 1.11752 0.1877 -0.0504 0.0478 0.41
H -5.37762 -2.03140 -0.22873 -0.0533 -0.1209 -0.0258 0.24
H -7.10191 -0.29757 0.23081 -0.0974 -0.0179 -0.0318 0.22
H -6.47855 1.73055 1.49238 -0.0657 0.0599 0.0217 0.22
H -4.18351 2.05992 2.25947 0.0660 0.0631 0.0490 0.22
H -1.96570 2.35773 1.78382 0.0114 -0.0322 -0.0006 0.18
H -0.59643 1.40455 2.38950 -0.1171 0.0738 0.0019 0.23
H -2.06123 1.59277 3.39716 -0.0523 -0.0018 -0.0397 0.18
H 0.17034 -0.81879 -0.38044 0.1820 -0.0338 0.0640 0.25